(1)
Below is CH2N4 in the gas phase at a distorted geometry, with properties calculated with ωB97M-V with the def2-TZVPD basis set.

The LUMO energy is 0.5330 eV. The calculation puts the orbital gap at 11.016 eV. The calculation puts the max |F| at 6.84 eV Å⁻¹. The HOMO energy is -10.5 eV. The multiplicity is 1. The value obtained for the total energy is -7026.948 eV. As for the SMILES: c1nnn[nH]1. Its charge is 0.

Each line ends with the Löwdin charge.
Atoms and positions in Å:
C -1.085 -0.400 -0.110  -0.143
H -2.164 -0.423 -0.022  0.113
H -1.077 1.635 0.429  0.194
N 0.022 -1.150 0.119  0.002
N 1.173 -0.333 -0.057  -0.009
N 0.728 0.827 0.006  -0.084
N -0.530 0.826 -0.032  -0.074

---

(2)
Below is C3H6F3NOSi in the gas phase at a distorted geometry, with properties calculated with ωB97M-V with the def2-TZVPD basis set.

The LUMO energy is 0.6342 eV. The calculation puts the orbital gap at 11.201 eV. The calculation puts the max |F| at 3.98 eV Å⁻¹. The HOMO energy is -10.6 eV. The multiplicity is 1. The value obtained for the total energy is -22776.167 eV. As for the SMILES: NC(=O)[C@@H]([SiH3])C(F)(F)F. Its charge is 0.

Each line ends with the Löwdin charge.
Atoms and positions in Å:
C 0.128 -0.952 -0.478  -0.610
C -0.630 0.111 0.268  -0.279
C -2.089 0.061 -0.051  -0.698
N -0.033 -2.226 -0.086  0.189
O 0.857 -0.611 -1.388  0.019
F -2.760 1.112 0.456  0.112
F -2.357 0.045 -1.364  0.138
F -2.700 -1.037 0.457  0.108
Si 0.137 1.767 -0.327  0.731
H -0.658 -0.180 1.544  0.223
H -0.685 -2.477 0.637  0.104
H 0.443 -2.963 -0.578  0.120
H 1.573 1.671 -0.135  -0.053
H -0.453 2.789 0.546  -0.067
H -0.286 1.966 -1.709  -0.038

---

(3)
Below is a molecular structure, C38H36KN11OS at a distorted geometry, with properties calculated with ωB97M-V with the def2-TZVPD basis set.

The LUMO energy is 3.5369 eV. The calculation puts the orbital gap at 5.508 eV. The calculation puts the max |F| at 1.09 eV Å⁻¹. The HOMO energy is -2.0 eV. The multiplicity is 1. The value obtained for the total energy is -85591.183 eV. Its charge is -2.

Each line ends with the Löwdin charge.
Atoms and positions in Å:
K 0.116 -1.949 -0.028  0.622
C 3.530 -0.846 0.730  -0.200
N 2.665 -1.864 0.150  -0.069
C 3.022 -3.086 0.298  -0.144
C 2.356 -4.234 -0.269  -0.385
C 2.849 -5.552 -0.230  -0.113
C 1.935 -6.328 -0.954  -0.150
C 0.938 -5.426 -1.384  -0.231
N 1.181 -4.172 -0.981  -0.032
C 4.580 -0.345 -0.246  -0.207
C 4.233 -0.039 -1.563  -0.021
C 5.188 0.413 -2.465  -0.072
C 6.511 0.567 -2.055  -0.114
C 6.868 0.267 -0.747  -0.118
C 5.904 -0.189 0.149  -0.068
H 4.039 -1.206 1.633  0.102
H 2.905 -0.001 1.027  0.103
H 3.921 -3.333 0.882  0.121
H 3.761 -5.882 0.252  0.075
H 1.981 -7.391 -1.146  0.056
H 0.054 -5.652 -1.971  0.078
H 3.203 -0.169 -1.881  0.117
H 4.899 0.643 -3.486  0.082
H 7.260 0.913 -2.760  0.090
H 7.897 0.380 -0.421  0.086
H 6.184 -0.430 1.170  0.097
C -2.507 -3.343 -5.669  -0.069
N -3.311 -2.521 -4.792  -0.148
C -4.595 -2.064 -5.038  -0.073
C -4.961 -1.319 -3.992  -0.070
N -3.907 -1.329 -3.076  0.010
C -2.838 -2.076 -3.579  -0.728
S -1.303 -2.336 -3.033  0.695
C -3.969 -0.618 -1.837  -0.268
C -4.713 0.556 -1.771  -0.023
C -4.779 1.208 -0.551  -0.084
C -4.125 0.672 0.543  -0.065
C -3.427 -0.519 0.377  -0.092
N -3.358 -1.149 -0.803  0.157
H -3.101 -3.586 -6.549  0.080
H -2.200 -4.252 -5.155  0.080
H -1.601 -2.812 -5.960  0.081
H -5.137 -2.315 -5.935  0.109
H -5.892 -0.817 -3.796  0.107
H -5.190 0.970 -2.648  0.098
H -5.339 2.132 -0.465  0.098
H -4.150 1.157 1.511  0.100
H -2.918 -1.028 1.211  0.096
N 3.553 1.342 -5.906  0.022
C 2.598 1.767 -5.379  -0.479
N 1.532 2.326 -4.873  0.003
C 0.809 1.993 -3.838  -0.440
N 0.068 1.832 -2.947  0.061
C -0.306 -4.317 2.476  -0.081
C -1.503 -3.403 2.139  -0.663
C -2.214 -3.997 0.892  -0.091
O -1.137 -2.083 1.984  -0.452
H -0.639 -5.356 2.611  0.062
H 0.172 -3.969 3.401  0.064
H 0.434 -4.283 1.664  0.051
H -2.222 -3.528 2.987  0.102
H -1.551 -3.964 0.016  0.035
H -3.119 -3.426 0.663  0.047
H -2.489 -5.043 1.083  0.063
N -0.480 5.564 2.671  0.162
C -0.538 6.519 3.663  -0.195
C -0.701 7.901 3.643  -0.033
C -0.727 8.544 4.868  -0.117
C -0.596 7.827 6.069  -0.114
C -0.438 6.452 6.074  -0.027
C -0.411 5.787 4.850  -0.232
N -0.277 4.433 4.573  0.174
C -0.321 4.343 3.273  -0.265
C -0.214 3.097 2.484  -0.156
C -0.216 3.118 1.097  -0.017
C -0.087 1.925 0.398  -0.107
N 0.036 0.749 1.021  0.058
C 0.011 0.721 2.358  -0.114
C -0.104 1.871 3.128  -0.005
H -0.515 5.722 1.681  0.144
H -0.806 8.451 2.716  0.104
H -0.852 9.619 4.900  0.091
H -0.623 8.365 7.009  0.089
H -0.337 5.894 6.998  0.106
H -0.306 4.040 0.532  0.099
H -0.068 1.910 -0.691  0.058
H 0.036 -0.277 2.802  0.096
H -0.110 1.830 4.210  0.106

---

(4)
Below is C3H8N2O in the gas phase at a distorted geometry, with properties calculated with ωB97M-V with the def2-TZVPD basis set.

The LUMO energy is 0.8653 eV. The calculation puts the orbital gap at 9.967 eV. The calculation puts the max |F| at 2.95 eV Å⁻¹. The HOMO energy is -9.1 eV. The multiplicity is 1. The value obtained for the total energy is -8265.918 eV. As for the SMILES: [H]/N=C(/C)OCN. Its charge is 0.

Each line ends with the Löwdin charge.
Atoms and positions in Å:
C 0.974 0.064 1.351  -0.321
C -0.304 -0.560 -1.759  -0.038
C -0.186 0.405 -0.625  -0.413
N -0.431 -0.443 1.199  0.060
O 1.365 0.156 0.043  -0.144
N -0.680 1.569 -0.642  0.114
H -0.553 2.093 0.219  0.047
H -0.463 -1.444 1.019  0.110
H -1.206 0.120 1.543  0.110
H 0.912 1.039 1.866  0.110
H 1.571 -0.652 1.933  0.114
H -1.354 -0.830 -1.903  0.084
H 0.050 -0.074 -2.668  0.089
H 0.305 -1.444 -1.575  0.076

---

(5)
Below is a molecular structure, C27H26BrMoNPSe2, with properties calculated with ωB97M-V with the def2-TZVPD basis set.

The LUMO energy (alpha / beta) is -3.8549 / -3.6966 eV. The calculation puts the orbital gap (alpha / beta) at 7.087 / 7.721 eV. The calculation puts the max |F| at 0.63 eV Å⁻¹. The HOMO energy (alpha / beta) is -10.9 / -11.4 eV. The multiplicity is 3. The value obtained for the total energy is -241785.903 eV. Its charge is +1.

Each line ends with the Löwdin spin population.
Atoms and positions in Å:
Mo 0.807 -0.813 -0.187  1.861
C 3.693 -1.487 -1.292  0.008
N 3.096 -0.712 -0.185  0.012
C 3.595 0.677 -0.275  0.008
C 3.521 -1.276 1.121  0.006
C 2.602 -0.768 2.200  0.004
C 3.016 -0.569 3.506  -0.001
C 2.102 -0.139 4.461  0.003
C 0.778 0.090 4.112  -0.001
C 0.366 -0.110 2.802  0.006
C 1.270 -0.537 1.832  -0.014
H 4.782 -1.385 -1.288  0.000
H 3.313 -1.118 -2.245  0.002
H 3.439 -2.540 -1.199  0.000
H 4.686 0.692 -0.211  0.001
H 3.185 1.277 0.537  0.000
H 3.306 1.115 -1.229  0.000
H 4.566 -1.025 1.326  0.001
H 3.450 -2.365 1.061  0.001
H 4.050 -0.740 3.785  0.000
H 2.428 0.024 5.480  0.000
H 0.068 0.423 4.858  0.000
H -0.670 0.072 2.536  0.001
Se -1.795 -1.019 -0.637  0.019
P -1.635 1.137 -0.902  0.026
Se 0.541 1.470 -1.141  -0.020
C -2.528 1.843 -2.307  0.007
C -3.912 1.681 -2.333  0.001
C -4.641 2.246 -3.364  0.000
C -3.994 2.971 -4.357  0.000
C -2.616 3.127 -4.327  0.000
C -1.874 2.560 -3.301  0.000
C -2.230 2.008 0.570  0.002
C -1.970 3.374 0.664  0.000
C -2.414 4.078 1.770  0.000
C -3.118 3.423 2.772  0.001
C -3.385 2.065 2.670  0.000
C -2.938 1.350 1.568  0.002
H -4.406 1.114 -1.553  0.000
H -5.715 2.120 -3.393  0.000
H -4.569 3.415 -5.158  0.000
H -2.116 3.687 -5.106  0.000
H -0.798 2.672 -3.287  -0.001
H -1.426 3.877 -0.127  0.000
H -2.210 5.137 1.850  0.000
H -3.464 3.977 3.634  0.000
H -3.941 1.560 3.448  0.000
H -3.139 0.289 1.485  0.001
Br 0.814 -7.414 -1.150  0.012
C 0.810 -5.523 -1.033  0.041
C 0.933 -4.922 0.211  -0.010
C 0.943 -3.537 0.282  0.032
C 0.842 -2.753 -0.874  -0.036
C 0.684 -3.385 -2.104  0.030
C 0.676 -4.768 -2.190  -0.004
H 1.010 -5.523 1.105  -0.001
H 1.019 -3.067 1.262  0.001
H 0.564 -2.797 -3.006  0.002
H 0.555 -5.258 -3.147  -0.001

---

(6)
Below is 6 unconnected molecules or ions with the total composition C31H31N5O2 at a distorted geometry, with properties calculated with ωB97M-V with the def2-TZVPD basis set.

The LUMO energy is 0.7524 eV. The calculation puts the orbital gap at 8.619 eV. The calculation puts the max |F| at 9.67 eV Å⁻¹. The HOMO energy is -7.9 eV. The multiplicity is 1. The value obtained for the total energy is -44186.034 eV. As for the SMILES: Oc1ccc(O)cc1.c1ccncc1.c1ccncc1.c1ccncc1.c1ccncc1.c1ccncc1. Its charge is 0.

Each line ends with the Löwdin charge.
Atoms and positions in Å:
N 4.380 1.761 -0.884  0.046
C 5.606 1.510 -0.392  -0.177
C 6.757 2.092 -0.806  -0.018
C 6.601 3.261 -1.740  -0.007
C 5.356 3.505 -2.226  -0.056
C 4.264 2.782 -1.688  -0.149
H 5.609 0.599 0.325  0.133
H 7.609 1.757 -0.411  0.052
H 7.440 3.661 -1.833  0.017
H 5.150 4.330 -2.904  0.105
H 3.249 3.020 -1.824  0.093
N -5.611 -2.271 2.342  0.028
C -5.808 -2.673 3.639  -0.119
C -5.938 -4.032 4.066  -0.057
C -5.730 -4.964 3.079  -0.101
C -5.544 -4.563 1.770  -0.061
C -5.510 -3.188 1.358  -0.114
H -5.897 -1.794 4.209  0.078
H -6.072 -4.303 5.121  0.105
H -5.671 -6.028 3.234  0.106
H -5.336 -5.336 1.191  0.048
H -5.189 -2.770 0.389  0.112
N -3.164 0.848 -0.655  0.068
C -4.198 0.729 -1.492  -0.167
C -4.465 1.643 -2.502  -0.080
C -3.516 2.731 -2.705  -0.097
C -2.433 2.760 -1.867  -0.097
C -2.285 1.802 -0.815  -0.154
H -5.044 -0.022 -1.647  0.121
H -5.278 1.782 -3.183  0.083
H -3.812 3.509 -3.468  0.115
H -1.668 3.705 -2.023  0.151
H -1.397 1.972 -0.162  0.096
N -0.165 5.187 0.617  0.034
C 1.153 5.299 1.000  -0.085
C 1.536 4.762 2.290  -0.044
C 0.652 4.052 3.091  -0.054
C -0.638 3.883 2.606  -0.037
C -1.091 4.623 1.439  -0.100
H 1.792 5.861 0.418  0.067
H 2.503 4.903 2.460  0.045
H 0.933 3.501 3.929  0.088
H -1.426 3.501 2.956  0.020
H -2.015 4.431 1.010  0.069
N 3.364 -2.756 -1.417  0.022
C 3.273 -2.370 -2.698  -0.177
C 3.556 -3.259 -3.707  -0.080
C 3.917 -4.617 -3.438  -0.042
C 3.828 -5.145 -2.096  -0.036
C 3.650 -4.074 -1.112  -0.138
H 2.948 -1.206 -2.859  0.155
H 3.776 -2.943 -4.664  0.071
H 4.052 -5.108 -4.262  0.030
H 4.074 -6.062 -1.487  0.105
H 3.766 -4.390 0.032  0.132
C -0.641 -0.036 1.608  0.033
C -1.557 -1.247 1.574  0.001
C -1.243 -2.261 0.733  -0.365
C -0.153 -2.214 -0.111  0.031
C 0.752 -1.072 -0.033  -0.015
C 0.512 -0.006 0.734  -0.359
O 1.221 1.166 0.660  0.006
O -2.134 -3.345 0.719  0.002
H -1.009 0.929 1.771  0.057
H -2.523 -1.387 2.264  0.148
H 0.059 -3.063 -0.741  0.108
H 1.397 -1.092 -0.799  0.041
H 2.190 0.964 0.594  0.109
H -2.745 -3.193 1.449  0.055